# 1
Computed, not measured: the ion C8H6BrF2O2S with charge -1 at a distorted geometry, with wB97M-V/def2-TZVPD.

```
! wB97M-V def2-TZVPD RIJCOSX def2/J DEFGRID3
* xyz -1 1
C 1.1913 -1.3975 -0.1651
C 0.6140 0.8208 0.5378
C 2.4916 -0.9388 -0.4523
C 1.9311 1.2568 0.3892
C 0.2523 -0.5288 0.2834
C 2.8987 0.3427 -0.1266
C -1.2210 -0.9256 0.4164
C -2.1660 0.0112 -0.7760
O -2.2187 2.0209 0.8836
O -4.2372 0.5575 0.7387
F -1.2684 0.3796 -1.6905
F -2.9050 -0.8738 -1.4882
S -3.2445 1.4184 0.0544
Br 4.6720 0.8227 -0.4969
H 0.8511 -2.3543 -0.4340
H -0.2508 1.3285 0.9599
H 3.2893 -1.6633 -0.8229
H 2.3465 2.3064 0.5165
H -1.7473 -0.6811 1.4587
H -1.2788 -1.9024 0.2139
*
```

Orbital gap, Ha: 0.24095
Highest occupied orbital energy, eV: -3.94
E_tot, eV: -98801.2627
Maximum force, eV/Å: 6.1

Here are the Mulliken charges for atoms 1 to 2, given in e:
1. C -0.532
2. C -0.137


# 2
Computed, not measured: an isolated molecule of C6H10O, with wB97M-V/def2-TZVPD.

```
! wB97M-V def2-TZVPD RIJCOSX def2/J DEFGRID3
* xyz 0 1
C 1.7765 -0.6079 -0.1976
C 0.7623 0.3180 0.4541
C 0.0195 1.3523 -0.4414
C -1.3340 0.8575 0.1226
O -2.0065 -0.0739 -0.7340
C -1.2221 -1.1652 -0.2132
C -0.6047 -0.2682 0.8815
H 2.0661 -1.4192 0.4807
H 2.6775 -0.0571 -0.4831
H 1.3760 -1.0644 -1.1092
H 1.2259 0.8232 1.3082
H 0.2753 2.3979 -0.2445
H 0.0925 1.1663 -1.5183
H -2.0093 1.6007 0.5610
H -0.4822 -1.5373 -0.9347
H -1.8169 -2.0497 0.0254
H -0.7777 -0.4887 1.9390
*
```

Orbital gap, Ha: 0.38586
Structure (SMILES): C[C@H]1C[C@H]2OC[C@@H]12
Highest occupied orbital energy, eV: -9.41
E_tot, eV: -8429.6782
Maximum force, eV/Å: 0.6
ΔE to the lowest compared entry with this formula, charge and spin, eV: 1.562

Here are the Mulliken charges for atoms 1 to 2, given in e:
1. C -1.481
2. C 0.157


# 3
Computed, not measured: an isolated molecule of C19H29N3O4, with wB97M-V/def2-TZVPD.

```
! wB97M-V def2-TZVPD RIJCOSX def2/J DEFGRID3
* xyz 0 1
C 5.3438 1.6491 0.4065
C 5.2395 0.3634 -0.4026
O 4.0070 -0.3069 -0.1585
C 2.9402 0.1048 -0.8887
O 3.0333 0.9745 -1.7284
C 1.7012 -0.5850 -0.5914
C 0.5480 -0.4852 -1.3695
C 0.3800 0.2993 -2.6190
C -0.4405 -1.2629 -0.7312
C -1.8551 -1.3312 -1.1461
O -2.2309 -1.3234 -2.3056
N -2.7240 -1.3796 -0.0989
C -4.1366 -1.1800 -0.3089
C -4.4995 0.3037 -0.4511
C -3.9972 1.1556 0.7231
N -2.6301 1.5961 0.5928
C -2.2464 2.6086 -0.3672
C -0.9271 3.1517 0.1902
C -0.3779 1.9788 1.0004
C -1.6064 1.1607 1.3465
O -1.6666 0.2460 2.1515
C 0.1411 -1.8285 0.3990
C -0.4693 -2.7690 1.3759
N 1.4312 -1.4294 0.4709
C 2.2843 -1.6595 1.6112
C 2.1615 -0.5073 2.6074
H 5.2240 1.4391 1.4672
H 6.3155 2.1058 0.2424
H 4.5701 2.3454 0.0920
H 6.0144 -0.3492 -0.1106
H 5.3185 0.5841 -1.4721
H 0.4641 1.3667 -2.4168
H 1.1695 0.0502 -3.3250
H -0.5859 0.0784 -3.0642
H -2.3730 -1.1416 0.8192
H -4.6739 -1.6204 0.5350
H -4.4119 -1.7042 -1.2275
H -5.5848 0.3906 -0.5142
H -4.0753 0.6817 -1.3818
H -4.0619 0.5876 1.6557
H -4.6262 2.0491 0.8152
H -3.0229 3.3738 -0.4452
H -2.1003 2.1551 -1.3549
H -0.2487 3.4684 -0.5986
H -1.1200 4.0040 0.8432
H 0.1504 2.2797 1.9037
H 0.2924 1.3578 0.4038
H 0.2167 -3.5767 1.6273
H -1.3678 -3.2052 0.9485
H -0.7385 -2.2445 2.2936
H 3.3149 -1.7565 1.2715
H 1.9839 -2.5933 2.0887
H 2.7361 -0.7249 3.5036
H 1.1196 -0.3564 2.8823
H 2.5402 0.4104 2.1642
*
```

Orbital gap, Ha: 0.33201
Structure (SMILES): CCOC(=O)c1c(C)c(C(=O)NCCCN2CCCC2=O)c(C)n1CC
Highest occupied orbital energy, eV: -8.24
E_tot, eV: -32836.3995
Maximum force, eV/Å: 0.8
ΔE to the lowest compared entry with this formula, charge and spin, eV: 0.000

Here are the Mulliken charges for atoms 1 to 2, given in e:
1. C -1.118
2. C -0.306


# 4
Computed, not measured: a structure of composition C24H39N2O2P3PdS at a distorted geometry, with wB97M-V/def2-TZVPD.

```
! wB97M-V def2-TZVPD RIJCOSX def2/J DEFGRID3
* xyz 4 5
P 4.0176 0.0117 0.2778
C 4.2180 -0.3180 2.0200
H 5.2033 -0.7731 2.2147
H 3.4093 -0.9862 2.3498
H 4.1429 0.6249 2.5863
C 3.7432 -1.4658 -0.7304
H 2.9234 -1.3014 -1.4528
H 3.5091 -2.3481 -0.1127
H 4.6547 -1.7015 -1.3037
C 5.3517 0.9779 -0.4178
H 6.2614 0.3640 -0.5396
H 5.5861 1.8119 0.2613
H 5.0674 1.3872 -1.4005
P -1.3057 3.8052 -0.7203
C -1.4049 4.4577 0.9955
H -1.5841 5.5426 1.0048
H -0.4515 4.2428 1.5028
H -2.2059 3.9455 1.5489
C -0.3643 5.1371 -1.5738
H -0.5167 5.0528 -2.6586
H 0.7045 5.0127 -1.3597
H -0.6944 6.1261 -1.2370
C -2.9510 4.2354 -1.4239
H -3.2442 5.2604 -1.1735
H -3.6940 3.5331 -1.0307
H -2.9087 4.1270 -2.5164
P -3.1476 -2.1189 0.4782
C -3.3792 -2.5593 2.1849
H -3.8935 -3.5320 2.2621
H -4.0043 -1.7897 2.6633
H -2.4173 -2.6202 2.7181
C -4.6200 -2.1383 -0.5284
H -5.0438 -3.1526 -0.4952
H -4.3814 -1.8921 -1.5759
H -5.3549 -1.4272 -0.1308
C -2.0045 -3.1452 -0.4507
H -2.3108 -4.1973 -0.3794
H -0.9827 -3.0470 -0.0616
H -2.0183 -2.8317 -1.5043
Pd 0.1477 -0.3248 -3.1360
C 2.4457 0.8995 0.0889
O 1.3422 1.2333 -0.1081
C -2.2014 -0.5499 0.4568
O -1.2568 0.1373 0.4364
C -1.3296 -0.4151 -4.5945
C -0.7395 -1.6839 -4.4230
C 0.6565 -1.8068 -4.4968
C 1.4489 -0.6849 -4.7190
C 0.8767 0.5788 -4.8469
C -0.5201 0.7115 -4.8140
H -2.4058 -0.2789 -4.5029
H -1.3512 -2.5392 -4.1256
H 1.1206 -2.7606 -4.2709
H 2.5433 -0.7494 -4.7088
H 1.5150 1.4528 -4.9254
H -0.9747 1.6922 -4.9020
N 0.9175 -3.1991 0.7912
C 0.7647 -2.4681 1.9506
N 1.0111 -1.1763 2.0488
C 0.5546 -0.6599 3.2565
C 0.5818 0.6912 3.6722
C 0.0363 1.0296 4.9223
C -0.4915 0.0405 5.7690
C -0.5218 -1.3047 5.3565
C -0.0103 -1.6377 4.1023
S 0.0558 -3.2363 3.3356
H 0.9804 -4.1967 0.9505
H 1.6342 -2.8249 0.1609
H 1.0348 1.4301 3.0133
H 0.0177 2.0702 5.2507
H -0.8701 0.3304 6.7542
H -0.9217 -2.1107 5.9664
*
```

Orbital gap (spin up / spin down), Ha: 0.23169 / 0.12933
Highest occupied orbital energy (spin up / spin down), eV: -17.38 / -17.38
E_tot, eV: -74731.3718
Maximum force, eV/Å: 8.5

Here are the Mulliken charges for atoms 1 to 2, given in e:
1. P 1.171
2. C -0.997


# 5
Computed, not measured: a cluster of 3 separate species, C2H7NO4 in total at a distorted geometry, with wB97M-V/def2-TZVPD.

```
! wB97M-V def2-TZVPD RIJCOSX def2/J DEFGRID3
* xyz 0 1
O -0.7251 2.9857 -0.3572
C 0.0852 2.2729 0.1515
N 0.0360 0.8757 0.1991
C -0.9353 0.0953 -0.4079
O -1.9760 0.4794 -0.8694
H 1.0178 2.6408 0.6162
H 0.7878 0.3926 0.6757
H -0.6567 -0.9622 -0.5575
O -2.1560 -3.7128 -0.3537
H -2.1513 -3.9195 -1.3012
H -2.7231 -2.9405 -0.2719
O 2.8836 0.5152 1.1403
H 3.7263 0.0934 0.8893
H 2.7867 1.1840 0.4466
*
```

Orbital gap, Ha: 0.37403
Structure (SMILES): O=CNC=O.O.O
Highest occupied orbital energy, eV: -9.95
E_tot, eV: -11867.4703
Maximum force, eV/Å: 1.0
ΔE to the lowest compared entry with this formula, charge and spin, eV: 0.870

Here are the Mulliken charges for atoms 1 to 2, given in e:
1. O -0.446
2. C 0.075


# 6
Computed, not measured: a cluster of 2 separate species, C9H14 in total at a distorted geometry, with wB97M-V/def2-TZVPD.

```
! wB97M-V def2-TZVPD RIJCOSX def2/J DEFGRID3
* xyz 0 1
C 1.6564 -1.8962 0.2778
C 1.2972 -0.8610 -0.7394
C 0.0240 -0.4424 -1.0600
C -0.2410 0.5370 -2.0155
C 0.8358 1.2241 -2.5378
C 2.1452 0.9733 -2.1143
C 2.3376 -0.0158 -1.1751
H 1.9298 -2.8348 -0.2074
H 0.9399 -2.1371 1.0641
H 2.5613 -1.6333 0.8250
H -0.8549 -0.9215 -0.6256
H -1.2297 0.7558 -2.3886
H 0.6813 2.0089 -3.2426
H 2.8999 1.6644 -2.4265
H 3.3460 -0.1736 -0.8008
C -1.8062 0.6650 2.7389
C -2.7830 0.3457 1.5820
H -2.2530 1.4436 3.3465
H -1.5312 -0.2775 3.2079
H -0.8464 1.0186 2.3528
H -2.3189 0.5714 0.6355
H -3.0103 -0.7280 1.4954
H -3.7798 0.7135 1.8077
*
```

Orbital gap, Ha: 0.37056
Structure (SMILES): Cc1ccccc1.CC
Highest occupied orbital energy, eV: -9.06
E_tot, eV: -9559.4581
Maximum force, eV/Å: 2.2
ΔE to the lowest compared entry with this formula, charge and spin, eV: 0.723

Here are the Mulliken charges for atoms 1 to 2, given in e:
1. C -1.372
2. C 0.483


# 7
Computed, not measured: a cluster of 2 separate species, C4H14N2O2 in total at a distorted geometry, with wB97M-V/def2-TZVPD.

```
! wB97M-V def2-TZVPD RIJCOSX def2/J DEFGRID3
* xyz 0 1
N 0.2023 2.9113 -0.8737
C 0.3947 1.5431 -0.4380
C -0.8552 0.9669 0.2324
N -0.9513 1.7238 1.5074
C -0.7118 -0.5091 0.5998
C -2.0586 -1.0242 1.0561
O -2.0660 -2.4533 1.2706
H -0.6068 2.8997 -1.5037
H 1.0274 3.1487 -1.4193
H 0.8720 0.9632 -1.2198
H 1.0062 1.5742 0.4623
H -1.8028 1.2220 -0.2483
H -1.8841 1.7881 1.8870
H -0.5791 2.6574 1.4461
H 0.0596 -0.6519 1.3477
H -0.4737 -1.0773 -0.2970
H -2.9188 -0.8494 0.3995
H -2.3881 -0.5909 2.0078
H -1.1664 -2.7873 1.2471
O 5.2713 -3.6673 -2.6858
H 4.8925 -4.5489 -2.7682
H 4.7369 -3.2389 -2.0100
*
```

Orbital gap, Ha: 0.35653
Structure (SMILES): NC[C@H](N)CCO.O
Highest occupied orbital energy, eV: -9.13
E_tot, eV: -11449.4086
Maximum force, eV/Å: 1.8
ΔE to the lowest compared entry with this formula, charge and spin, eV: 1.281

Here are the Mulliken charges for atoms 1 to 2, given in e:
1. N -0.574
2. C -1.039


# 8
Computed, not measured: a cluster of 2 separate species, C9H19N2PSi in total at a distorted geometry, with wB97M-V/def2-TZVPD.

```
! wB97M-V def2-TZVPD RIJCOSX def2/J DEFGRID3
* xyz 0 1
C 0.2691 -3.9538 1.5572
C 0.6921 -2.8022 0.8270
C 0.6953 -1.2957 0.1004
C -0.4240 -0.2727 0.8062
C -1.6968 -1.1641 1.3814
Si -3.3091 -0.1469 1.6674
P -4.7499 -0.7553 0.1219
N -4.7373 -2.3724 0.0572
H -0.2855 -4.8575 2.1058
H 1.7983 -0.8561 0.1859
H 0.3613 -1.4374 -1.0316
H 0.1542 0.2039 1.7327
H -0.8343 0.5360 0.0626
H -1.3653 -1.7035 2.3818
H -1.9799 -2.0254 0.6084
H -3.8499 -0.5718 2.9707
H -3.0255 1.2854 1.7164
H -6.0395 -0.2126 0.4776
H -4.3459 -0.2892 -1.2117
H -4.0537 -2.7847 0.7567
C 3.7880 0.9316 -1.5369
C 3.6835 2.4131 -1.8849
C 2.6764 3.1605 -1.0087
C 1.2921 2.5598 -1.1908
N 0.1436 2.0617 -1.3420
H 2.8397 0.4100 -1.7005
H 4.5386 0.4451 -2.1680
H 4.0815 0.7942 -0.4899
H 3.4021 2.5103 -2.9407
H 4.6701 2.8755 -1.7707
H 2.6486 4.2191 -1.2878
H 2.9618 3.0951 0.0469
*
```

Orbital gap, Ha: 0.32518
Structure (SMILES): C#CCCC[SiH2][PH2]=N.CCCC#N
Highest occupied orbital energy, eV: -8.28
E_tot, eV: -29779.1510
Maximum force, eV/Å: 10.1

Here are the Mulliken charges for atoms 1 to 2, given in e:
1. C -0.440
2. C -0.166